Density functional theory data (the ωB97M-V functional and the def2-TZVPD basis) for a cluster of 4 separate species, CH10O4 in total.

Output
HOMO-LUMO gap = 11.32 eV
SMILES = CO.O.O.O
maximum force = 0.01288 hartree/bohr
energy relative to the best compared isomer or geometry (same formula, charge and spin) = 0.0 kcal/mol
LUMO energy = 0.68 eV

```
! wB97M-V def2-TZVPD RIJCOSX def2/J DEFGRID3
* xyz 0 1
C -0.60792 1.91051 0.15976
O -1.45795 0.77888 -0.10900
H -1.05750 2.53398 0.93369
H 0.37260 1.57610 0.50708
H -0.49816 2.46694 -0.76646
H -1.35321 0.18622 0.64992
O 1.85604 -1.13346 0.14391
H 2.76675 -1.24282 -0.14292
H 1.34908 -0.78733 -0.61099
O -0.34006 -0.95676 1.87425
H -0.35289 -1.82449 1.44211
H 0.55481 -0.64818 1.64051
O 0.30428 -0.33794 -1.95320
H -0.07123 -0.96969 -2.57522
H -0.42816 0.10385 -1.46543
*
```



Density functional theory data (the ωB97M-V functional and the def2-TZVPD basis) for a cluster of 22 separate species, C36H116N30O22 in total in a non-equilibrium geometry.

Output
HOMO-LUMO gap = 8.48 eV
maximum force = 0.19212 hartree/bohr
LUMO energy = -0.41 eV

```
! wB97M-V def2-TZVPD RIJCOSX def2/J DEFGRID3
* xyz 0 1
C 29.93781 17.77088 -27.58088
C 30.76948 16.55485 -27.37721
C 31.30103 16.48666 -25.98052
O 29.89922 15.40320 -27.43058
H 30.40552 18.65740 -27.15257
H 28.94333 17.65564 -27.14981
H 29.89009 17.65791 -28.66395
H 31.63826 16.49503 -28.03275
H 32.32218 16.86728 -25.95842
H 31.27187 15.48094 -25.56126
H 30.83539 17.09261 -25.20328
H 28.95658 15.55395 -27.32907
C 26.84836 15.47123 -17.70504
C 28.38769 15.57735 -17.36501
C 28.87607 15.02554 -16.05114
O 29.28746 15.20183 -18.41138
H 26.61030 15.54674 -18.76604
H 26.40073 16.17530 -17.00360
H 26.45312 14.52284 -17.34114
H 28.54026 16.65159 -17.26102
H 28.53712 13.99171 -15.98471
H 28.46267 15.62263 -15.23831
H 29.93956 15.10684 -15.82645
H 29.22295 14.25014 -18.51972
C 27.30197 22.20774 -20.68505
C 27.67451 23.68897 -20.97948
C 27.73987 24.66414 -19.80523
O 28.95767 23.58826 -21.51512
H 26.27236 22.02106 -20.37985
H 27.87304 21.73106 -19.88834
H 27.61596 21.51655 -21.46720
H 27.03811 24.07150 -21.77746
H 26.75948 24.75868 -19.33831
H 27.76374 25.66345 -20.23986
H 28.54557 24.55378 -19.07945
H 29.07409 24.51910 -21.71903
C 29.21043 10.58736 -20.26866
C 29.50700 11.85930 -19.47248
C 29.88971 13.00241 -20.40264
O 28.49478 12.42844 -18.65304
H 28.25249 10.69358 -20.77775
H 29.37205 9.69047 -19.67068
H 29.89072 10.48511 -21.11415
H 30.20115 11.54634 -18.69253
H 28.98877 13.38530 -20.88201
H 30.50739 12.63284 -21.22117
H 30.43803 13.85443 -20.00076
H 27.59145 12.20981 -18.89345
C 23.13418 18.55772 -18.51792
C 23.13863 19.61683 -19.59908
C 21.86815 20.46523 -19.61532
O 24.32566 20.32648 -19.54673
H 24.11798 18.08854 -18.50694
H 22.35793 17.81405 -18.69816
H 22.88097 18.91693 -17.52045
H 23.01437 19.15530 -20.57870
H 21.93834 21.52213 -19.35817
H 21.08122 20.04665 -18.98792
H 21.34341 20.49565 -20.57021
H 24.30582 21.00952 -20.22102
C 27.72857 13.53518 -24.63174
C 28.93953 12.62030 -24.69303
C 28.56590 11.20321 -24.98272
O 29.77177 13.03470 -25.69600
H 26.98775 13.05771 -23.99041
H 27.23628 13.54889 -25.60414
H 27.73780 14.59937 -24.39613
H 29.42516 12.63917 -23.71737
H 29.47262 10.59862 -24.96225
H 28.02225 11.04594 -25.91429
H 27.85277 10.82882 -24.24830
H 29.59489 13.97002 -25.82052
C 26.32668 19.97103 -29.14268
C 25.78440 20.25354 -27.71334
C 24.37850 20.99213 -27.54718
O 25.73975 19.02018 -27.05469
H 25.70391 19.30043 -29.73476
H 27.31416 19.51415 -29.07764
H 26.48903 20.88030 -29.72145
H 26.33856 20.95903 -27.09423
H 24.47133 21.86658 -28.19124
H 24.18815 21.29969 -26.51895
H 23.50414 20.45516 -27.91493
H 25.37014 19.19469 -26.18605
C 29.64789 20.27521 -24.44572
O 30.33518 21.27654 -24.51898
N 29.99307 19.10293 -23.74849
N 28.35106 20.34312 -24.84090
H 30.84345 19.00567 -23.21231
H 29.27614 18.39445 -23.68394
H 27.68863 19.58369 -24.77341
H 28.11702 21.28009 -25.13654
C 26.19183 15.42483 -28.14797
O 25.85384 15.31966 -26.98393
N 26.39657 16.62498 -28.65057
N 26.10831 14.46112 -29.03986
H 26.51058 17.34949 -27.95618
H 26.80831 16.74560 -29.56491
H 26.11280 13.49506 -28.74525
H 25.80209 14.81678 -29.93420
C 32.57494 13.74151 -23.28523
O 33.41243 13.81154 -22.45470
N 31.49877 14.35051 -23.26178
N 32.67248 13.02257 -24.35933
H 30.78466 14.22556 -23.96502
H 31.27440 14.98775 -22.51100
H 33.54449 12.52350 -24.46240
H 31.98034 13.02430 -25.09488
C 22.23268 17.94270 -27.05541
O 21.92115 18.97651 -26.56338
N 21.56599 16.86142 -26.93002
N 23.28525 17.64016 -27.79072
H 21.66402 16.06317 -27.54100
H 20.67064 16.92845 -26.46748
H 23.44706 16.66209 -27.98380
H 24.09355 18.22479 -27.63272
C 20.64274 19.13623 -23.06218
O 19.84100 19.31093 -22.16994
N 21.43938 20.00053 -23.59697
N 20.65905 17.99345 -23.60673
H 22.19656 19.61620 -24.14385
H 21.51516 20.73618 -22.90910
H 20.22568 17.24298 -23.08799
H 21.15856 17.86667 -24.47536
C 25.55908 11.69999 -20.21306
O 25.84516 12.53543 -19.36719
N 25.35053 10.42544 -19.79698
N 25.19991 11.82435 -21.48217
H 25.63125 10.16541 -18.86227
H 25.18553 9.65448 -20.42824
H 24.61227 11.08661 -21.84345
H 25.24599 12.76285 -21.85259
C 25.55858 18.34293 -23.80795
O 24.82193 19.01049 -24.47009
N 25.75053 18.57369 -22.54796
N 26.06176 17.17074 -24.19336
H 25.16123 19.30385 -22.17421
H 26.11611 17.92643 -21.86422
H 25.82034 16.79069 -25.09745
H 26.69801 16.64255 -23.61345
C 31.11195 18.31410 -18.22213
O 32.05379 17.96838 -18.88853
N 30.96432 18.16275 -16.90581
N 29.98428 18.70036 -18.77669
H 31.70760 17.65247 -16.45056
H 30.11348 18.41486 -16.42351
H 29.33605 19.23460 -18.21590
H 29.85600 18.63560 -19.77641
C 27.06630 19.60771 -17.76356
O 28.05737 19.46676 -17.04844
N 26.25395 20.64470 -17.69894
N 26.73395 18.88968 -18.79306
H 25.34815 20.69725 -18.14264
H 26.54570 21.33193 -17.01873
H 25.76255 19.02878 -19.03208
H 27.24275 18.06077 -19.06532
C 23.43203 13.54477 -25.17524
O 22.54100 12.81716 -24.71496
N 24.53520 13.19600 -25.75520
N 23.18194 14.83889 -25.26069
H 24.84167 12.23377 -25.77230
H 25.18085 13.88315 -26.11721
H 22.20537 15.04565 -25.10685
H 23.86460 15.49320 -25.61558
C 20.52120 23.72851 -21.62730
O 20.55840 23.63406 -20.37425
N 21.43116 23.41601 -22.55068
N 19.50044 24.20109 -22.22051
H 22.22343 22.84288 -22.29784
H 21.28256 23.64439 -23.52323
H 19.35935 23.83685 -23.15192
H 18.77405 24.55156 -21.61255
C 24.38727 15.11988 -21.50596
O 25.46841 14.77084 -21.96481
N 23.52772 15.78732 -22.10227
N 23.85337 14.70935 -20.37921
H 23.61359 16.13030 -23.04836
H 22.55346 15.62831 -21.88862
H 24.47177 13.99049 -20.03148
H 22.88259 14.92446 -20.20194
C 24.51592 21.95959 -22.84379
O 23.96203 21.10083 -22.25050
N 24.42920 23.20735 -22.44299
N 25.18494 21.92420 -24.03397
H 23.83243 23.46258 -21.66915
H 24.63546 23.92139 -23.12689
H 25.80450 22.67543 -24.30211
H 25.17270 21.06475 -24.56435
C 20.56621 22.09127 -27.68884
O 20.00059 23.04642 -28.21307
N 21.31203 22.07844 -26.66712
N 20.44321 20.81594 -28.06494
H 21.66725 21.19492 -26.33048
H 21.69140 22.98042 -26.41692
H 20.89341 20.14057 -27.46386
H 19.60319 20.57669 -28.57212
C 28.94580 16.23601 -21.83752
O 28.66506 16.58029 -23.03369
N 29.99845 16.21571 -21.17416
N 27.95616 15.77308 -21.01319
H 30.85430 16.65058 -21.48802
H 29.63488 16.09939 -20.23907
H 27.08637 15.44243 -21.40591
H 28.19599 15.41687 -20.09902
*
```



Density functional theory data (the ωB97M-V functional and the def2-TZVPD basis) for a structure of composition C4H13N3 in a non-equilibrium geometry.

Output
HOMO-LUMO gap = 10.86 eV
maximum force = 0.13951 hartree/bohr
energy relative to the best compared isomer or geometry (same formula, charge and spin) = 136.9 kcal/mol
LUMO energy = -9.25 eV

```
! wB97M-V def2-TZVPD RIJCOSX def2/J DEFGRID3
* xyz 2 1
C -1.88992 -0.39621 0.20043
C -0.01992 -1.72366 -0.54029
C 0.91062 1.05813 -1.15878
C 1.50834 0.12539 1.02939
N -2.62353 0.58472 0.53391
N -0.58038 -0.47318 0.04259
N 0.44845 0.56066 0.14878
H -2.40053 -1.32786 -0.10953
H -0.32360 -1.85700 -1.58008
H -0.21635 -2.66422 0.07237
H 0.95457 -1.58552 -0.39917
H 0.40329 1.97872 -1.55572
H 1.89706 1.52611 -1.12144
H 0.90050 0.16288 -1.82909
H 1.65242 0.95498 1.65958
H 1.18969 -0.86993 1.51031
H 2.41514 -0.24064 0.42331
H -3.62594 0.29172 0.86276
H -2.44766 1.55802 0.68916
H -0.24643 1.38177 0.98666
*
```



Density functional theory data (the ωB97M-V functional and the def2-TZVPD basis) for a structure of composition C9H14CoN2PS in a non-equilibrium geometry.

Output
HOMO-LUMO gap (alpha / beta) = 5.42 / 7.49 eV
maximum force = 0.05956 hartree/bohr
LUMO energy (alpha / beta) = 0.50 / 0.11 eV

```
! wB97M-V def2-TZVPD RIJCOSX def2/J DEFGRID3
* xyz 0 5
C -1.08416 -0.40561 -2.11892
C -0.98090 0.05975 -3.42887
C -0.47752 1.32902 -3.76744
C 0.17146 2.17800 -2.83912
C 0.49103 1.76750 -1.55190
Co 0.44068 -0.08112 -1.18429
P 0.52988 -2.31605 -1.00325
H -1.90411 -1.10375 -1.85683
H -1.40451 -0.51919 -4.26141
H -0.62366 1.70280 -4.78774
H 0.96088 2.54411 -0.90653
H 0.41580 3.20455 -3.15743
H 1.43506 -3.00850 -0.12440
H 0.73193 -3.12338 -2.16383
H -0.71645 -2.87781 -0.57833
C 0.18932 -1.80855 2.33693
N 0.20825 -0.37001 2.60377
C -0.54151 0.25765 3.58492
C -0.38009 1.59878 3.45339
N 0.45608 1.77594 2.35388
C 0.80063 0.57246 1.81660
S 1.85064 0.34328 0.49813
H -0.59010 -2.05425 1.59616
H 1.16738 -2.08626 1.93405
H 0.00587 -2.33807 3.28374
H -1.10109 -0.33329 4.28256
H -0.80662 2.41924 4.01339
H 0.75581 2.67277 1.97276
*
```



Density functional theory data (the ωB97M-V functional and the def2-TZVPD basis) for a structure of composition C14H29BiNSi2 in a non-equilibrium geometry.

Output
HOMO-LUMO gap (alpha / beta) = 6.33 / 6.33 eV
maximum force = 0.06989 hartree/bohr
energy relative to the best compared isomer or geometry (same formula, charge and spin) = 27.2 kcal/mol
LUMO energy (alpha / beta) = 2.90 / 2.90 eV

```
! wB97M-V def2-TZVPD RIJCOSX def2/J DEFGRID3
* xyz -1 1
C 0.21847 1.84525 -2.04846
C 0.09962 2.68579 -0.90539
C -1.21103 2.53638 -0.37850
C -1.92382 1.60435 -1.23613
C -1.00357 1.17359 -2.25105
Bi -1.39420 -0.23455 0.81777
N 0.64504 -0.51692 0.46435
C 3.51443 -0.39610 1.03975
C 2.88795 0.61121 1.66958
H -1.62492 3.02750 0.50153
H 0.89882 3.31687 -0.53189
H -2.98787 1.35795 -1.21781
H -1.21969 0.45960 -3.04670
H 1.09564 1.76023 -2.68079
H 2.52104 1.46490 1.09304
H 3.89762 -0.24161 0.02334
H 0.81256 -0.84912 -0.50612
H 2.69520 0.57425 2.74942
H 3.62273 -1.38553 1.49967
C -3.87681 -1.07623 2.69015
Si -3.82762 -2.16536 1.14061
C -4.80970 -3.71010 1.50381
C -4.60146 -1.20521 -0.27697
C -2.01298 -2.50011 0.73180
Si -1.00463 -3.71188 1.77416
C -1.21824 -5.49087 1.18297
C 0.83803 -3.34193 1.80000
C -1.53394 -3.67162 3.58173
H -4.93319 -0.97723 2.97119
H -3.49302 -0.05444 2.52921
H -3.32692 -1.50661 3.53593
H -5.87055 -3.45014 1.64306
H -4.73583 -4.40276 0.65557
H -4.45646 -4.21694 2.41203
H -4.65511 -0.12484 -0.07186
H -4.00884 -1.37039 -1.18962
H -5.63212 -1.53762 -0.48173
H -1.90502 -2.77404 -0.33263
H -0.72657 -5.62407 0.20815
H -0.77767 -6.22599 1.87671
H -2.28058 -5.74639 1.06302
H 1.05416 -2.49331 2.46165
H 1.43411 -4.19793 2.15339
H 1.20547 -3.06340 0.80653
H -1.20243 -2.75450 4.08645
H -2.61782 -3.77183 3.70581
H -1.05621 -4.52056 4.09066
*
```



no.,E (eV)
1,-9389.433
2,-128970.364
3,-8807.641
4,-70284.770
5,-38071.799